A molecular structure, C26H45N4O2SbZn. Source: OMol25; level of theory: ωB97M-V with the def2-TZVPD basis set.

The geometry in XYZ format:
```
79
C26H45N4O2SbZn (ωB97M-V with the def2-TZVPD basis set)
H 4.690 0.415 -3.465
H 2.578 2.327 -3.892
H 4.328 2.929 -0.749
H 1.180 4.922 1.342
H 5.538 1.029 -2.040
H 5.474 -2.115 -1.010
H -5.030 -1.667 1.650
C 2.951 -3.091 -0.626
C 3.382 1.483 -2.086
H 2.561 3.017 -0.736
H 3.965 -1.927 1.650
H 5.018 2.133 -3.315
H -5.491 1.921 0.541
H -0.001 -4.213 2.721
Sb 2.725 -0.036 -0.627
H -1.355 4.429 -0.253
H -5.311 0.893 1.967
H 1.488 -1.771 -2.710
H 6.006 0.362 1.847
C -0.682 -2.646 -0.607
C 2.540 -2.040 -2.847
C -0.292 4.219 -0.124
H -1.657 -4.448 -2.254
H -0.476 5.121 1.897
H 1.957 -2.974 -0.192
N -0.237 -1.875 0.359
H 0.248 4.741 -0.911
H 4.967 -3.106 -2.371
H 5.214 -1.378 -2.591
C -0.870 -4.022 -0.396
H 2.582 -1.020 2.282
C 0.015 -2.416 1.558
C -0.121 2.729 -0.230
H 2.947 -1.399 -3.630
C 0.179 4.486 1.308
Zn -0.452 0.319 0.116
H -0.924 -2.180 -1.557
H -6.795 0.808 0.997
N -0.623 -4.573 0.786
C 3.983 0.214 1.147
H 2.464 1.478 2.086
H 2.570 -3.072 -3.220
H -5.215 -0.834 -1.983
C 5.482 0.270 0.886
C 0.268 3.095 1.943
H 5.760 1.137 0.283
N 0.135 2.133 0.950
H -1.542 -5.780 -1.165
C 4.838 -2.123 -1.895
C -5.622 -0.042 -1.352
O -0.255 2.034 -1.258
C 2.303 1.545 -3.171
H 4.172 -0.835 3.019
H 0.377 -1.768 2.345
C -3.616 -0.009 0.075
H 1.322 1.794 -2.765
C -2.406 0.123 0.089
C 3.652 -0.968 2.062
H 3.473 3.632 -2.119
H 5.859 -0.626 0.394
C 3.359 -1.942 -1.555
H 4.051 1.530 2.840
C 4.735 1.235 -2.749
C -5.085 -0.164 0.081
N -1.296 -4.837 -1.403
H -6.540 -1.646 0.718
H -6.714 -0.122 -1.355
C -0.189 -3.763 1.752
C -5.453 -1.540 0.652
H 2.950 -4.029 -1.198
C 3.434 2.833 -1.366
H -5.066 -2.337 0.015
H 3.776 2.392 1.330
C 3.532 1.481 1.873
H -5.342 0.918 -1.787
H 3.662 -3.217 0.190
C -5.709 0.934 0.952
H 2.220 0.611 -3.727
O 0.466 2.873 3.113
```

* DFT total energy: -92702.83617 eV
* highest occupied orbital energy: -8.08 eV
* charge: 0

2 unconnected molecules or ions with the total composition C26H46B2Cl4F3N4O3. Source: OMol25; level of theory: ωB97M-V with the def2-TZVPD basis set.

The geometry in XYZ format:
```
88
C26H46B2Cl4F3N4O3 (ωB97M-V with the def2-TZVPD basis set)
H 0.749 -0.207 2.301
N -1.874 0.209 2.431
C -3.164 0.483 3.047
C -3.657 2.671 -0.171
H 2.921 -3.662 -2.563
H 0.955 -1.236 0.266
C 3.531 -1.702 -1.960
H -3.602 1.395 2.631
C 3.249 -2.590 -4.410
H -0.842 1.564 3.593
H -0.401 -0.660 4.578
Cl 1.100 3.642 6.390
H -4.078 4.667 0.500
H -3.625 3.097 -1.171
H 3.573 -0.475 -4.371
H 3.090 -1.466 -6.808
H 4.614 -3.284 -2.881
C 0.865 2.369 -3.728
C -4.213 -0.624 2.958
N 2.088 1.423 -5.337
C 2.221 0.483 0.316
O -3.336 0.172 -1.568
H -4.833 -0.538 3.851
B -1.139 -2.383 3.341
H 0.170 0.895 -0.002
H 1.564 -2.800 4.942
C 1.988 -1.009 -0.015
C -1.719 -0.811 1.525
C 1.334 1.914 6.652
C 2.539 0.614 -6.455
H 3.949 2.441 -4.859
F -5.908 0.564 1.732
C -0.864 1.257 2.544
B -2.676 0.501 -0.420
C -3.666 3.745 0.899
C 2.447 -0.895 -6.145
H -3.812 -1.635 2.970
H 1.747 -0.451 -2.069
C 3.601 -2.891 -2.923
H 2.912 0.523 1.162
N -2.056 -0.671 0.247
H 1.448 -2.144 -1.747
H -4.590 2.111 -0.113
H 1.407 -1.182 -6.307
H -1.867 -1.454 -0.367
H 2.540 3.570 -2.892
H -4.309 3.444 1.723
H 2.721 0.979 -0.513
H -0.531 -2.191 5.392
H 0.027 2.618 -3.099
H 3.568 0.853 -6.698
C 2.115 -1.311 -1.508
H 1.398 -2.531 3.222
H -2.560 -3.331 4.290
C 0.831 1.479 -4.798
F -4.677 -2.611 0.911
O -2.559 1.757 0.050
C 2.911 2.265 -4.644
H 2.611 -1.660 0.594
H 4.061 -0.839 -2.355
C 0.932 1.213 0.710
C 2.785 -1.162 -4.673
H -2.991 0.709 4.100
H 1.928 0.847 -7.326
H -1.119 2.155 1.980
N -1.172 -1.990 1.886
H -3.237 0.844 -2.249
H 1.855 -1.183 4.291
H -2.674 3.921 1.303
F -5.672 -1.191 -0.379
Cl 2.329 1.651 8.076
H 4.137 -2.777 -5.013
O -1.902 -3.494 3.608
Cl 2.143 1.219 5.232
C -5.157 -1.392 0.799
C 0.554 0.853 2.147
H 1.882 -0.977 -4.103
C 2.189 2.865 -3.623
Cl -0.241 1.140 6.883
H -1.638 -2.723 1.352
C -0.261 -1.729 4.444
H 2.470 -3.273 -4.744
H 1.124 2.279 0.611
C 1.249 -2.076 4.201
H 1.224 1.398 2.806
H 0.005 0.915 -5.191
C -5.112 -0.505 1.775
H 4.083 -1.997 -1.065
```

* DFT total energy: -99403.92865 eV
* highest occupied orbital energy: -10.04 eV
* charge: +1

2 unconnected molecules or ions with the total composition C26H46BClF4IN. Source: OMol25; level of theory: ωB97M-V with the def2-TZVPD basis set.

The geometry in XYZ format:
```
80
C26H46BClF4IN (ωB97M-V with the def2-TZVPD basis set)
H -1.163 -1.801 0.679
C -1.295 0.070 -0.122
C 1.918 -0.174 5.081
C 1.248 -2.404 3.919
H -1.042 -4.852 2.964
C -3.080 -3.221 2.507
I -3.745 -0.305 -5.466
H 0.338 4.292 -0.009
H 1.528 -2.080 5.987
H 0.601 2.141 -2.131
C -1.797 -2.862 3.292
H -1.443 2.592 -0.097
H 1.141 -4.559 3.911
C 3.204 2.230 2.291
C 0.456 -3.733 4.081
H 1.337 0.575 5.618
H 3.382 1.319 1.726
H 1.173 -1.044 -3.093
C -2.834 1.311 -4.364
H -2.670 2.096 -5.090
C -0.652 -3.838 3.030
C 1.443 2.453 0.413
H -4.869 1.694 -3.754
H -2.942 -4.097 1.875
F 2.480 3.566 -6.053
H -1.509 -1.847 3.016
H 3.573 1.837 4.399
C 1.399 -2.077 -3.334
C 0.180 -2.882 -3.806
C -1.443 1.003 -3.773
H 1.430 3.509 2.257
F 1.682 1.901 -4.689
H 2.286 -2.656 3.713
H 2.681 4.006 1.148
F 2.086 3.993 -3.825
C -1.352 2.331 -1.147
H 1.996 2.515 4.060
H -0.190 3.655 -2.431
H 0.061 -3.758 -3.180
H 0.655 1.814 0.817
C 2.731 1.795 3.709
H 0.360 -3.179 -4.835
Cl 2.058 -2.796 -1.812
C -1.187 -1.920 -1.343
C -1.258 -1.225 -2.544
H 1.198 0.443 3.150
F 0.312 3.657 -5.253
C 0.873 3.498 -0.533
C 2.150 0.377 3.679
H -2.030 -2.876 4.352
C -1.375 0.174 -2.532
H -3.910 -3.428 3.175
H 0.028 -3.785 5.078
H -3.812 1.320 -2.404
H -3.744 2.904 -3.254
C 1.132 -1.511 5.149
C -3.868 1.828 -3.361
H -3.411 -2.411 1.859
H -0.963 1.958 -3.588
H 2.853 -0.247 3.135
H -1.072 -2.989 -1.306
H 2.201 -2.064 -4.057
H -1.163 -1.468 -4.696
B 1.653 3.296 -4.969
N -1.217 -1.267 -0.179
H -0.813 0.516 -4.511
C -1.359 0.831 -1.277
C -1.132 -2.059 -3.796
H 1.727 3.985 -1.004
H 0.071 -1.339 5.331
C 2.190 3.133 1.575
H 2.860 -0.316 5.601
H 4.152 2.753 2.383
C 0.021 2.929 -1.650
H -1.958 -2.765 -3.805
H 2.152 1.815 -0.112
H -1.277 0.503 0.864
H -2.151 2.737 -1.748
H -0.158 -3.631 2.075
H 0.882 -1.890 3.032
```

* DFT total energy: -61374.03166 eV
* highest occupied orbital energy: -9.84 eV
* charge: 0

charge of number 1 (C26H45N4O2SbZn)?
0